{"formula": "C44H81F15O22", "method": "wB97M-V/def2-TZVPD", "symbols": ["C", "O", "C", "C", "O", "C", "H", "H", "H", "H", "H", "H", "H", "H", "H", "H", "C", "O", "C", "C", "O", "C", "H", "H", "H", "H", "H", "H", "H", "H", "H", "H", "C", "O", "C", "C", "O", "C", "H", "H", "H", "H", "H", "H", "H", "H", "H", "H", "C", "O", "C", "C", "O", "C", "H", "H", "H", "H", "H", "H", "H", "H", "H", "H", "C", "O", "C", "C", "O", "C", "H", "H", "H", "H", "H", "H", "H", "H", "H", "H", "O", "C", "O", "C", "C", "C", "H", "H", "H", "H", "H", "H", "C", "C", "O", "C", "O", "C", "F", "F", "F", "H", "H", "H", "H", "H", "C", "C", "O", "C", "O", "C", "F", "F", "F", "H", "H", "H", "H", "H", "C", "C", "O", "C", "O", "C", "F", "F", "F", "H", "H", "H", "H", "H", "C", "C", "O", "C", "O", "C", "F", "F", "F", "H", "H", "H", "H", "H", "C", "C", "O", "C", "O", "C", "F", "F", "F", "H", "H", "H", "H", "H"], "xyz": [[-4.927, -0.073, 9.029], [-5.015, -0.159, 7.692], [-4.441, -1.289, 6.955], [-4.714, -1.194, 5.455], [-4.248, -2.259, 4.594], [-3.318, -1.894, 3.556], [-3.945, -0.392, 9.380], [-5.654, -0.709, 9.534], [-4.907, 0.987, 9.282], [-4.659, -2.298, 7.306], [-3.365, -1.172, 7.085], [-4.482, -0.205, 5.060], [-5.793, -1.074, 5.366], [-2.297, -1.787, 3.924], [-3.586, -0.942, 3.099], [-3.386, -2.622, 2.748], [-3.222, 2.239, -4.282], [-3.389, 0.839, -3.932], [-4.552, 0.687, -3.177], [-4.921, -0.770, -3.170], [-3.993, -1.427, -2.339], [-4.262, -2.796, -2.036], [-2.202, 2.411, -4.623], [-3.344, 2.901, -3.425], [-3.947, 2.458, -5.066], [-5.447, 1.183, -3.550], [-4.415, 1.119, -2.185], [-4.956, -1.147, -4.192], [-5.900, -0.912, -2.713], [-5.173, -2.742, -1.441], [-3.405, -3.078, -1.423], [-4.396, -3.471, -2.881], [8.846, 4.132, -1.642], [7.403, 4.204, -1.486], [6.780, 3.106, -0.724], [5.285, 3.220, -0.767], [4.753, 3.450, -2.069], [4.627, 2.289, -2.866], [9.327, 4.825, -2.332], [9.132, 3.138, -1.984], [9.383, 4.381, -0.726], [7.261, 3.109, 0.255], [7.114, 2.147, -1.121], [4.973, 4.090, -0.189], [4.817, 2.356, -0.294], [4.014, 1.593, -2.294], [5.618, 1.942, -3.159], [3.942, 2.342, -3.712], [2.232, -0.240, -0.134], [1.600, -0.075, -1.420], [0.535, 0.849, -1.334], [-0.609, 0.616, -0.303], [-0.848, -0.705, -0.111], [-2.235, -0.891, 0.350], [2.485, 0.745, 0.259], [3.104, -0.884, -0.252], [1.561, -0.777, 0.536], [0.267, 1.042, -2.373], [0.941, 1.856, -1.246], [-1.490, 1.158, -0.648], [-0.394, 0.964, 0.707], [-2.581, -0.198, 1.116], [-2.212, -1.830, 0.903], [-3.022, -0.813, -0.401], [-2.250, -9.296, -3.748], [-2.026, -8.864, -2.400], [-2.442, -7.466, -2.238], [-2.331, -7.118, -0.748], [-2.350, -5.746, -0.509], [-2.201, -5.374, 0.839], [-1.863, -10.305, -3.890], [-1.671, -8.663, -4.421], [-3.262, -9.342, -4.149], [-3.364, -7.189, -2.750], [-1.693, -6.939, -2.829], [-1.428, -7.550, -0.316], [-3.178, -7.541, -0.208], [-3.230, -5.518, 1.167], [-1.813, -4.355, 0.809], [-1.526, -6.062, 1.349], [4.368, -4.613, -1.503], [3.287, -4.613, -1.016], [2.658, -3.504, -0.625], [1.289, -3.630, -0.223], [0.985, -4.971, -0.898], [2.329, -5.792, -0.851], [0.620, -2.820, -0.514], [1.190, -3.561, 0.861], [0.759, -4.871, -1.960], [0.181, -5.571, -0.471], [2.427, -6.367, -1.771], [2.540, -6.384, 0.040], [2.435, 4.835, 2.786], [2.485, 4.009, 4.058], [1.418, 3.073, 3.912], [1.039, 2.300, 4.885], [1.499, 2.408, 6.006], [-0.159, 1.423, 4.549], [0.208, 0.166, 4.846], [-1.194, 1.787, 5.233], [-0.492, 1.401, 3.270], [2.618, 4.142, 1.964], [3.282, 5.518, 2.732], [1.541, 5.397, 2.517], [2.372, 4.600, 4.967], [3.388, 3.439, 4.279], [-6.410, 1.638, 1.896], [-5.373, 1.228, 0.862], [-4.363, 2.163, 0.653], [-3.469, 2.466, 1.673], [-3.532, 1.922, 2.788], [-2.374, 3.581, 1.435], [-2.482, 4.058, 0.246], [-2.692, 4.526, 2.411], [-1.198, 3.047, 1.689], [-6.009, 1.458, 2.894], [-7.336, 1.067, 1.826], [-6.747, 2.672, 1.825], [-5.771, 0.916, -0.103], [-4.841, 0.409, 1.346], [-1.664, -2.547, -4.780], [-0.711, -2.534, -3.662], [0.520, -1.830, -3.950], [1.555, -2.397, -4.606], [1.697, -3.615, -4.814], [2.559, -1.383, -5.187], [3.731, -1.805, -4.749], [2.426, -1.347, -6.547], [2.323, -0.181, -4.702], [-2.656, -2.934, -4.548], [-1.318, -3.082, -5.664], [-1.866, -1.479, -4.872], [-0.588, -3.533, -3.244], [-1.298, -2.014, -2.905], [5.229, -1.410, -1.782], [6.166, -1.528, -0.547], [5.312, -1.620, 0.630], [5.449, -0.712, 1.676], [6.196, 0.279, 1.723], [4.487, -1.147, 2.793], [3.441, -1.863, 2.313], [5.148, -1.766, 3.742], [3.992, -0.043, 3.326], [4.777, -0.423, -1.685], [4.382, -2.094, -1.731], [5.753, -1.422, -2.738], [6.967, -0.789, -0.509], [6.710, -2.471, -0.507], [0.259, 6.089, -0.996], [1.382, 7.119, -0.972], [0.937, 8.448, -0.942], [1.027, 9.129, 0.185], [1.360, 8.661, 1.302], [0.634, 10.640, -0.112], [1.226, 11.549, 0.662], [0.869, 10.896, -1.423], [-0.683, 10.651, 0.035], [-0.460, 6.219, -1.804], [-0.281, 6.138, -0.050], [0.750, 5.120, -1.092], [2.078, 6.985, -1.801], [1.991, 6.870, -0.103]], "e_above_lowest_kcal_mol": 0.00, "homo_lumo_gap_ev": 9.93, "energy_ha": -4878.08058, "homo_energy_ev": -9.62, "smiles": "CCOC(=O)C(F)(F)F.CCOC(=O)C(F)(F)F.CCOC(=O)C(F)(F)F.CCOC(=O)C(F)(F)F.CCOC(=O)C(F)(F)F.O=C1CCCO1.COCCOC.COCCOC.COCCOC.COCCOC.COCCOC", "lumo_ev": 0.312, "total_charge": 0}



{"formula": "C6H10O", "method": "wB97M-V/def2-TZVPD", "symbols": ["C", "C", "O", "C", "C", "C", "C", "H", "H", "H", "H", "H", "H", "H", "H", "H", "H"], "xyz": [[-1.889, -0.678, 0.202], [-0.854, -0.096, -0.762], [-0.616, 1.305, -0.472], [0.785, 1.542, -0.406], [1.448, 0.209, -0.107], [0.923, -0.476, 1.113], [0.442, -0.788, -0.507], [-1.604, 0.092, 1.075], [-1.701, -1.572, 0.799], [-2.956, -0.800, -0.078], [-1.229, -0.186, -1.790], [1.126, 1.918, -1.380], [0.974, 2.305, 0.360], [2.484, 0.083, -0.380], [0.600, 0.196, 1.939], [1.503, -1.300, 1.521], [0.632, -1.762, -0.981]], "e_above_lowest_kcal_mol": 52.83, "homo_lumo_gap_ev": 10.51, "energy_ha": -309.75817, "homo_energy_ev": -9.38, "smiles": "C[C@H]1OC[C@H]2C[C@H]21", "lumo_ev": 1.124, "total_charge": 0}



{"formula": "CH4N2O3", "method": "wB97M-V/def2-TZVPD", "symbols": ["C", "N", "N", "O", "O", "O", "H", "H", "H", "H"], "xyz": [[0.715, -0.198, -1.655], [-0.413, 0.181, -1.300], [-0.233, 0.060, 2.042], [-0.841, -0.750, 1.164], [-0.279, -0.307, 3.206], [0.154, 1.058, 1.567], [1.411, 0.522, -2.119], [-0.592, -0.427, 0.123], [0.721, -1.298, -1.604], [-0.643, 1.160, -1.424]], "e_above_lowest_kcal_mol": 69.02, "homo_lumo_gap_ev": 11.02, "energy_ha": -375.55727, "homo_energy_ev": -10.76, "smiles": "O=[N+]([O-])O.C=N", "lumo_ev": 0.256, "total_charge": 0}



{"formula": "C23H20O2PS2W", "method": "wB97M-V/def2-TZVPD", "symbols": ["W", "O", "C", "O", "C", "C", "C", "C", "C", "C", "P", "C", "C", "C", "C", "C", "C", "C", "C", "C", "C", "C", "C", "H", "H", "H", "H", "H", "H", "H", "H", "H", "H", "H", "H", "H", "H", "C", "C", "S", "C", "C", "S", "H", "H", "H", "H", "H", "H"], "xyz": [[0.282, 0.728, -1.566], [3.821, -0.947, -2.542], [3.288, -0.673, -1.571], [1.977, 0.366, -1.847], [3.422, -0.849, -0.131], [4.744, -1.001, 0.274], [5.045, -1.113, 1.630], [4.030, -1.063, 2.565], [2.699, -0.940, 2.159], [2.369, -0.848, 0.812], [0.631, -0.825, 0.374], [-0.042, 0.770, 0.858], [-1.362, 0.999, 0.381], [-1.989, 2.222, 0.636], [-1.301, 3.225, 1.304], [0.022, 3.032, 1.701], [0.663, 1.823, 1.465], [-0.327, -2.256, 0.801], [0.087, -3.110, 1.830], [-0.688, -4.215, 2.144], [-1.857, -4.473, 1.442], [-2.254, -3.642, 0.399], [-1.484, -2.543, 0.066], [5.537, -1.011, -0.463], [6.074, -1.222, 1.945], [4.262, -1.128, 3.620], [1.928, -0.917, 2.920], [-1.956, 0.158, 0.013], [-3.021, 2.370, 0.346], [-1.795, 4.162, 1.525], [0.551, 3.827, 2.212], [1.692, 1.678, 1.771], [1.002, -2.941, 2.376], [-0.373, -4.881, 2.936], [-2.454, -5.339, 1.692], [-3.146, -3.871, -0.167], [-1.772, -1.945, -0.793], [-3.312, 0.986, -3.100], [-1.846, 1.324, -2.973], [-0.774, 0.033, -3.394], [-1.401, 2.587, -2.569], [-2.364, 3.721, -2.361], [0.250, 2.938, -2.211], [-3.477, -0.089, -3.108], [-3.673, 1.392, -4.050], [-3.910, 1.428, -2.305], [-3.368, 3.396, -2.103], [-2.430, 4.246, -3.321], [-2.002, 4.431, -1.622]], "e_above_lowest_kcal_mol": 0.00, "homo_lumo_gap_ev": 6.06, "energy_ha": -2242.69415, "homo_energy_ev": -18.11, "lumo_ev": -12.052, "total_charge": 3}



{"formula": "C40H97N3O20S", "method": "wB97M-V/def2-TZVPD", "symbols": ["C", "C", "N", "C", "C", "C", "C", "C", "C", "C", "N", "C", "C", "C", "C", "C", "C", "C", "C", "N", "C", "C", "C", "S", "H", "H", "H", "H", "H", "H", "H", "H", "H", "H", "H", "H", "H", "H", "H", "H", "H", "C", "O", "H", "H", "H", "H", "C", "O", "H", "H", "H", "H", "C", "O", "H", "H", "H", "H", "C", "O", "H", "H", "H", "H", "C", "O", "H", "H", "H", "H", "C", "O", "H", "H", "H", "H", "C", "O", "H", "H", "H", "H", "C", "O", "H", "H", "H", "H", "C", "O", "H", "H", "H", "H", "C", "O", "H", "H", "H", "H", "C", "O", "H", "H", "H", "H", "C", "O", "H", "H", "H", "H", "C", "O", "H", "H", "H", "H", "C", "O", "H", "H", "H", "H", "C", "O", "H", "H", "H", "H", "C", "O", "H", "H", "H", "H", "C", "O", "H", "H", "H", "H", "C", "O", "H", "H", "H", "H", "C", "O", "H", "H", "H", "H", "C", "O", "H", "H", "H", "H"], "xyz": [[6.151, -2.105, -1.350], [5.846, -0.617, -0.656], [5.148, -0.677, 0.553], [6.355, 0.820, -1.302], [5.267, 1.508, -2.323], [5.674, 1.617, -3.939], [4.578, 2.260, -5.023], [3.154, 2.765, -4.386], [2.760, 2.685, -2.762], [3.837, 2.053, -1.696], [1.396, 3.201, -2.261], [0.253, 2.573, -3.038], [-0.985, 1.810, -2.237], [-2.185, 1.115, -3.162], [-3.388, 0.308, -2.317], [-3.804, 0.982, -0.928], [-4.961, 0.291, -0.012], [-5.483, -1.086, -0.710], [-4.852, -1.554, -2.108], [-3.833, -0.935, -3.001], [-2.202, 1.200, -4.828], [-0.972, 1.958, -5.624], [0.222, 2.615, -4.710], [1.750, 3.474, -5.474], [6.056, -2.954, -0.516], [7.299, -2.100, -1.649], [5.434, -2.349, -2.245], [5.015, 0.279, 0.950], [7.328, 0.614, -1.936], [6.527, 1.582, -0.413], [6.692, 1.223, -4.383], [4.825, 2.337, -6.184], [3.517, 1.986, -0.572], [1.310, 3.059, -1.231], [-0.996, 1.771, -1.047], [-3.283, 1.972, -0.563], [-5.316, 0.762, 0.999], [-6.320, -1.730, -0.187], [-5.269, -2.595, -2.524], [-3.082, 0.677, -5.428], [-0.875, 2.044, -6.796], [1.763, -0.624, 1.588], [1.193, 0.601, 1.165], [2.221, -1.118, 0.728], [2.528, -0.429, 2.343], [0.983, -1.267, 2.001], [0.794, 1.016, 1.949], [4.280, -0.557, 5.455], [3.717, -0.208, 4.203], [3.505, -0.496, 6.222], [4.665, -1.578, 5.410], [5.087, 0.138, 5.699], [4.428, -0.271, 3.543], [0.448, 2.366, -9.508], [-0.747, 1.825, -8.976], [1.301, 1.871, -9.039], [0.477, 2.194, -10.587], [0.490, 3.437, -9.298], [-1.487, 2.283, -9.410], [8.180, -0.097, 7.295], [7.617, 0.253, 6.043], [7.405, -0.035, 8.062], [8.565, -1.118, 7.250], [8.987, 0.598, 7.539], [8.328, 0.189, 5.383], [-8.746, 1.274, -0.693], [-8.831, 0.589, -1.929], [-9.723, 1.703, -0.457], [-8.458, 0.573, 0.094], [-8.008, 2.076, -0.770], [-7.951, 0.219, -2.112], [1.050, 2.709, 4.916], [0.965, 2.024, 3.680], [0.074, 3.138, 5.153], [1.338, 2.008, 5.704], [1.789, 3.511, 4.839], [1.846, 1.654, 3.497], [2.923, -4.008, -1.317], [2.540, -2.672, -1.047], [2.034, -4.586, -1.580], [3.626, -4.024, -2.154], [3.388, -4.441, -0.429], [3.349, -2.183, -0.818], [-0.947, -3.327, 1.305], [0.219, -3.897, 1.871], [-1.548, -2.882, 2.102], [-0.664, -2.551, 0.590], [-1.529, -4.105, 0.805], [0.731, -4.284, 1.140], [-7.156, 4.487, 1.527], [-8.351, 3.946, 2.060], [-6.302, 3.992, 1.996], [-7.126, 4.315, 0.448], [-7.114, 5.558, 1.737], [-9.090, 4.404, 1.625], [9.644, 3.502, -3.491], [8.449, 2.961, -2.958], [10.498, 3.007, -3.022], [9.674, 3.330, -4.570], [9.686, 4.573, -3.281], [7.710, 3.419, -3.393], [0.534, -1.800, 4.792], [1.640, -1.395, 5.575], [-0.279, -2.106, 5.455], [0.200, -0.965, 4.171], [0.823, -2.644, 4.161], [2.345, -1.129, 4.960], [-0.259, -6.801, -2.300], [0.941, -6.722, -1.553], [-0.215, -6.081, -3.120], [-0.370, -7.808, -2.708], [-1.108, -6.563, -1.654], [0.873, -7.372, -0.833], [11.377, -1.587, 8.206], [10.814, -1.238, 6.955], [10.601, -1.526, 8.974], [11.762, -2.609, 8.161], [12.184, -0.892, 8.450], [11.525, -1.301, 6.294], [-1.650, 5.871, -3.981], [-1.735, 5.186, -5.217], [-2.626, 6.300, -3.745], [-1.362, 5.170, -3.194], [-0.911, 6.673, -4.058], [-0.854, 4.816, -5.400], [-11.983, 2.351, 1.449], [-11.440, 2.763, 2.690], [-13.003, 1.993, 1.610], [-12.001, 3.197, 0.759], [-11.376, 1.542, 1.036], [-10.535, 3.075, 2.516], [-5.367, 7.968, 1.146], [-5.943, 6.835, 0.523], [-5.910, 8.181, 2.069], [-4.319, 7.764, 1.381], [-5.439, 8.829, 0.476], [-5.440, 6.670, -0.293], [-3.688, -7.690, -0.008], [-3.062, -7.995, -1.240], [-3.407, -6.678, 0.293], [-4.773, -7.745, -0.126], [-3.358, -8.399, 0.755], [-3.330, -8.898, -1.481], [1.565, -8.053, -5.576], [0.369, -8.594, -5.043], [2.418, -8.548, -5.107], [1.594, -8.225, -6.655], [1.606, -6.982, -5.366], [-0.370, -8.136, -5.478], [-15.046, 2.809, 4.348], [-13.940, 3.215, 5.132], [-15.859, 2.503, 5.012], [-15.380, 3.644, 3.728], [-14.757, 1.965, 3.717], [-13.235, 3.480, 4.516], [4.769, -3.720, 2.792], [4.855, -4.872, 1.974], [5.751, -3.244, 2.841], [4.048, -3.020, 2.363], [4.457, -4.010, 3.799], [3.969, -5.273, 1.950]], "e_above_lowest_kcal_mol": 561.00, "homo_lumo_gap_ev": 7.11, "energy_ha": -3648.31227, "homo_energy_ev": -7.59, "lumo_ev": -0.483, "total_charge": 0}